Entry w
C25H29BiBrN8O11S as an isolated structure, computed with ωB97M-V with the def2-TZVPD basis set.

Summary:
* lowest unoccupied orbital energy: -4.19 eV
* total charge: +1
* HOMO: -11.2 eV
* orbital gap: 0.2566 Eh

Element x y z (Å)
Bi1 -0.22643 1.07253 -0.01457
C1 2.62971 1.91162 -3.44820
C2 1.82473 2.05360 -2.23275
N1 0.71134 1.35879 -2.09075
N2 0.12245 0.76023 -3.09845
C3 -1.25144 0.91097 -3.04298
N3 -1.96343 0.46351 -4.08929
S1 -2.14404 1.66549 -1.81382
C4 2.14937 2.98420 -1.16557
C5 3.34730 3.75515 -0.98007
C6 3.41395 4.72287 -0.00090
C7 2.31382 4.84394 0.88428
C8 1.26396 3.95130 0.79691
N4 1.16434 3.09016 -0.21861
H1 2.09264 1.34364 -4.17357
H2 2.90366 2.88554 -3.84809
H3 3.58003 1.40002 -3.15575
H4 -1.43383 -0.09458 -4.75640
H5 -2.96336 0.22617 -4.05148
H6 4.10263 3.71010 -1.83287
H7 4.28325 5.32616 0.13680
H8 2.34219 5.60957 1.66170
H9 0.49682 3.91273 1.56829
C9 -1.65467 -3.67869 -3.25452
O1 -1.80130 -2.52163 -2.44766
C10 -3.01368 -2.60557 -1.68492
C11 -3.22239 -1.45969 -0.75877
O2 -2.10821 -1.24355 0.14478
C12 -2.49142 -1.58635 1.46498
C13 -1.47025 -2.24109 2.33263
O3 -0.28179 -1.53251 2.14876
C14 0.74142 -1.99128 3.06396
H10 -1.88669 -4.61839 -2.72657
H11 -2.13044 -3.46757 -4.18953
H12 -0.56128 -3.68931 -3.47757
H13 -3.90052 -2.61541 -2.38370
H14 -3.01574 -3.62318 -1.16811
H15 -3.30625 -0.49365 -1.26291
H16 -4.15856 -1.56161 -0.15060
H17 -2.83949 -0.66726 2.01237
H18 -3.26066 -2.37294 1.45937
H19 -1.92876 -2.13441 3.35634
H20 -1.41493 -3.30955 2.13405
H21 0.98854 -3.09671 2.95370
H22 1.67010 -1.44324 2.81385
H23 0.54949 -1.80949 4.14014
O4 -5.82616 3.17075 3.48987
C15 -4.60089 3.32275 2.94405
C16 -4.43494 3.85115 1.63781
C17 -3.14026 3.95631 1.19116
N5 -2.06396 3.48391 1.84700
C18 -2.27698 2.85257 2.99850
Br1 -0.73720 1.92908 3.65389
C19 -3.51240 2.79157 3.65843
H24 -6.53826 3.40638 2.89393
H25 -5.25368 4.34802 1.06838
H26 -2.99635 4.38665 0.18029
H27 -3.60328 2.47232 4.69886
O5 6.69600 -3.14297 0.45030
N6 5.63661 -3.75998 0.16387
O6 5.59759 -4.96312 -0.20009
C20 4.34514 -3.08720 0.33839
C21 3.17705 -3.83908 0.20487
C22 2.00958 -3.12640 0.08394
C23 1.84094 -1.67901 -0.17764
O7 0.92989 -1.01408 -0.79393
C24 3.09200 -1.12308 0.35621
C25 4.35960 -1.70252 0.48287
N7 3.02771 0.24455 0.63244
O8 1.89250 0.71092 0.99005
O9 4.03658 0.94207 0.52898
N8 0.77966 -3.91929 0.12839
O10 0.82190 -4.94570 0.86368
O11 -0.17744 -3.59264 -0.57177
H28 3.37039 -4.92058 0.12892
H29 5.28647 -1.15396 0.57440

***

Entry x
C25H29BiBrN8O11S as an isolated structure, computed with ωB97M-V with the def2-TZVPD basis set.

Summary:
* lowest unoccupied orbital energy (spin up / spin down): -4.65 / -4.65 eV
* total charge: +1
* HOMO (spin up / spin down): -10.9 / -10.9 eV
* orbital gap (spin up / spin down): 0.2300 / 0.2300 Eh

Element x y z (Å)
Bi1 11.90696 10.39502 13.18843
C1 10.48262 6.01885 12.79626
C2 11.14444 7.31265 12.55861
N1 10.57575 8.48900 12.92493
N2 9.26636 8.33871 13.16426
C3 8.56841 9.43115 12.82244
N3 7.30861 9.42342 13.24556
S1 9.26809 10.71020 11.96894
C4 12.53301 7.39261 12.11184
C5 13.36872 6.25305 11.80337
C6 14.50573 6.51375 11.03978
C7 14.70445 7.86231 10.57030
C8 13.79456 8.85602 10.82254
N4 12.81665 8.64770 11.71747
H1 9.42522 6.23759 12.72576
H2 10.75468 5.63201 13.78184
H3 10.80935 5.22386 12.10700
H4 7.00414 8.55078 13.66824
H5 6.66984 10.19560 12.96105
H6 13.26204 5.26334 12.30754
H7 15.23891 5.75981 10.73286
H8 15.56089 8.12689 10.02351
H9 13.84164 9.86549 10.38781
C9 10.03079 9.52871 16.23973
O1 10.38813 10.57173 15.38525
C10 10.55997 11.80365 16.09065
C11 10.52301 12.94250 15.10050
O2 11.67712 12.91304 14.27712
C12 12.43865 14.08813 13.99012
C13 11.89840 14.90111 12.79972
O3 11.50265 13.97989 11.82134
C14 11.35286 14.57875 10.45342
H10 10.83894 9.04226 16.90033
H11 9.70340 8.75471 15.55937
H12 9.10167 9.89856 16.79416
H13 11.52919 11.90188 16.63148
H14 9.84879 11.93189 16.92983
H15 10.47338 13.91233 15.68950
H16 9.60880 12.91359 14.49658
H17 13.49590 13.82421 13.86458
H18 12.46727 14.68450 14.96081
H19 12.69246 15.59641 12.43788
H20 10.99037 15.47387 13.04623
H21 12.13246 15.39675 10.36777
H22 10.37684 14.96411 10.31205
H23 11.50907 13.66760 9.85920
O4 10.47489 12.95600 5.49720
C15 11.00404 12.27996 6.57004
C16 10.26329 11.47836 7.45746
C17 10.91862 10.77803 8.47513
N5 12.27708 10.93878 8.65873
C18 12.84524 11.83606 7.92756
Br1 14.73271 11.97017 8.20811
C19 12.33481 12.41893 6.76957
H24 9.59449 12.67825 5.27481
H25 9.18727 11.33496 7.44878
H26 10.32809 10.07885 9.13006
H27 12.89250 13.15651 6.20456
O5 18.57759 7.45949 13.38743
N6 18.59977 8.67737 13.05806
O6 19.51472 9.21555 12.42637
C20 17.43911 9.45168 13.28013
C21 17.48615 10.85256 13.22921
C22 16.35496 11.51787 13.67962
C23 15.10516 10.87216 13.76827
O7 13.99172 11.46143 13.49648
C24 15.26896 9.46670 14.11545
C25 16.41352 8.71016 13.78992
N7 14.24813 8.76570 14.77597
O8 13.15649 9.39270 14.98962
O9 14.43295 7.59209 15.07866
N8 16.53904 12.89558 14.10764
O10 17.70519 13.33158 13.95517
O11 15.62331 13.53491 14.64214
H28 18.36944 11.40405 12.89561
H29 16.57910 7.74342 14.23248

***

Most stable of them? entry w.

***

Entry w
An isolated ion of composition C3H8NOS and charge +1, computed with ωB97M-V with the def2-TZVPD basis set.

Summary:
* lowest unoccupied orbital energy: -4.35 eV
* total charge: +1
* HOMO: -14.4 eV
* orbital gap: 0.3674 Eh

Element x y z (Å)
C1 0.26845 -0.28131 -0.61270
C2 0.09858 -1.75247 -0.47558
C3 -0.70864 0.42972 1.68524
N1 -0.27388 0.55157 0.27963
O1 1.18944 1.83554 -1.40449
S1 1.14045 0.30037 -1.90007
H1 -0.81698 -1.90589 -1.07612
H2 0.05688 -2.10030 0.51925
H3 0.77926 -2.21104 -1.07375
H4 -1.77255 0.22815 1.77945
H5 -0.20290 -0.38823 2.28505
H6 -0.46759 1.30808 2.16960
H7 -0.40305 1.53207 -0.02112
H8 1.11252 2.45374 -2.15441

***

Entry x
An isolated ion of composition C3H8NOS and charge +1, computed with ωB97M-V with the def2-TZVPD basis set.

Summary:
* lowest unoccupied orbital energy: -5.92 eV
* total charge: +1
* HOMO: -13.3 eV
* orbital gap: 0.2724 Eh

Element x y z (Å)
C1 -0.33559 -0.23399 -1.01462
C2 -1.03563 -0.17356 0.29960
C3 2.73662 -0.32751 0.72956
N1 -2.05686 0.93933 0.39384
O1 0.25496 0.69480 -0.14398
S1 2.21673 0.96553 -0.35926
H1 0.22096 -1.19011 -1.04709
H2 -0.74824 0.37568 -1.92398
H3 3.09032 -1.16563 0.16025
H4 1.88438 -0.66471 1.33194
H5 3.42143 0.09517 1.35711
H6 -2.97653 0.60910 0.02746
H7 -1.65150 1.66192 -0.10552
H8 -2.15956 1.25434 1.28446

***

Most stable of them? entry w.

***

Entry w
C11H20Cl2O5STi as an isolated structure, computed with ωB97M-V with the def2-TZVPD basis set.

Summary:
* lowest unoccupied orbital energy: 4.57 eV
* total charge: -2
* HOMO: 0.8 eV
* orbital gap: 0.1372 Eh

Element x y z (Å)
C1 -0.61156 0.99258 -1.90863
C2 -1.45812 -0.11134 -1.69404
C3 -0.64713 -1.23676 -1.46500
C4 -2.93445 -0.14487 -1.81692
C5 0.69912 -0.83794 -1.55442
C6 0.72146 0.53438 -1.87853
C7 1.92320 1.34273 -2.17538
C8 -1.05921 2.35488 -2.27021
C9 -1.09858 -2.62348 -1.17731
C10 1.85744 -1.75853 -1.42271
Ti1 0.78585 1.50602 2.23141
Cl1 -1.34597 1.16436 1.41676
Cl2 0.71936 3.65334 3.17439
O1 1.92794 0.49855 1.09942
H1 -3.36306 0.82410 -1.53387
H2 -3.31781 -0.94414 -1.16811
H3 -3.26712 -0.36809 -2.84433
H4 -1.89551 -2.65171 -0.41371
H5 -0.23235 -3.21218 -0.85151
H6 -1.49238 -3.10264 -2.09338
H7 1.71557 -2.44967 -0.57982
H8 2.77585 -1.20010 -1.26751
H9 1.98271 -2.39500 -2.31342
H10 2.81871 0.81598 -1.83260
H11 1.89292 2.29811 -1.64208
H12 2.06698 1.53328 -3.25100
H13 -1.91650 2.65524 -1.65762
H14 -1.34890 2.45407 -3.32757
H15 -0.23185 3.04878 -2.08251
H16 2.32532 -0.34637 1.46489
O2 1.88756 2.58077 0.98471
H17 2.33384 3.43372 0.68454
C11 -1.11266 -1.27257 4.45712
S1 0.52836 -0.93469 3.85250
O3 1.55362 -1.51236 4.64226
O4 0.31493 -1.21739 2.41115
O5 0.80134 0.58760 3.93232
H18 -0.98731 -2.01443 5.25059
H19 -1.84661 -1.65317 3.74755
H20 -1.46499 -0.29105 4.87259

***

Entry x
C11H20Cl2O5STi as an isolated structure, computed with ωB97M-V with the def2-TZVPD basis set.

Summary:
* lowest unoccupied orbital energy (spin up / spin down): 3.92 / 3.92 eV
* total charge: -2
* HOMO (spin up / spin down): 0.7 / 0.7 eV
* orbital gap (spin up / spin down): 0.1194 / 0.1194 Eh

Element x y z (Å)
C1 -0.64512 0.98359 -1.95033
C2 -1.48214 -0.15381 -1.74232
C3 -0.64722 -1.26629 -1.43618
C4 -2.95526 -0.16808 -1.79406
C5 0.70609 -0.84295 -1.55099
C6 0.71461 0.55330 -1.84069
C7 1.91430 1.40858 -1.94048
C8 -1.09906 2.37892 -2.14346
C9 -1.09564 -2.60427 -1.00951
C10 1.88329 -1.72001 -1.39752
Ti1 0.37505 0.95623 2.03316
Cl1 -1.83327 0.64447 1.45293
Cl2 0.49592 3.11648 1.74195
O1 1.83730 0.47377 1.09402
H1 -3.38075 0.79841 -1.49822
H2 -3.36295 -0.94982 -1.14362
H3 -3.29026 -0.38548 -2.81852
H4 -1.85873 -2.52710 -0.22402
H5 -0.25608 -3.16941 -0.59393
H6 -1.51888 -3.18082 -1.84271
H7 1.71533 -2.45754 -0.60194
H8 2.77807 -1.13687 -1.15181
H9 2.07163 -2.27559 -2.33109
H10 2.75377 0.95575 -1.39304
H11 1.76603 2.40833 -1.50304
H12 2.21722 1.53381 -2.99508
H13 -1.91053 2.63529 -1.44095
H14 -1.47977 2.52138 -3.16851
H15 -0.26654 3.07893 -1.97984
H16 2.44841 -0.22581 1.41005
O2 2.94629 3.81722 0.04533
H17 3.59581 4.29100 0.61333
C11 -1.21690 -1.34548 4.56652
S1 0.38540 -1.14346 3.77809
O3 1.39896 -1.95071 4.39422
O4 0.18455 -1.29400 2.30643
O5 0.66601 0.40447 3.87576
H18 -1.10468 -2.01893 5.42050
H19 -1.91287 -1.78447 3.84043
H20 -1.53741 -0.35903 4.91911

***

Most stable of them? entry w.

***

Entry w
A 2-piece molecular cluster, C17H19N overall, computed with ωB97M-V with the def2-TZVPD basis set.

Summary:
* lowest unoccupied orbital energy: 0.81 eV
* total charge: 0
* HOMO: -7.9 eV
* orbital gap: 0.3187 Eh

Element x y z (Å)
C1 3.19194 -0.11393 -2.60723
C2 1.73220 0.16918 -2.19317
C3 1.25471 -0.79038 -1.16284
C4 1.76337 -1.01851 0.08522
N1 0.83644 -1.66902 0.88974
C5 -0.14135 -2.21147 0.09215
C6 -1.26302 -2.94176 0.46385
C7 -2.24401 -3.03620 -0.51366
C8 -2.03756 -2.67774 -1.86619
C9 -0.92232 -1.90471 -2.16411
C10 -0.00776 -1.60093 -1.20645
H1 3.32116 -0.70225 -3.50882
H2 3.81535 -0.42379 -1.76664
H3 3.78796 0.78030 -2.87475
H4 1.57138 1.20434 -1.88662
H5 1.06669 -0.11873 -3.02345
H6 2.63761 -0.62225 0.57660
H7 1.19972 -2.06272 1.74378
H8 -1.39320 -3.37150 1.43698
H9 -3.14808 -3.61552 -0.37338
H10 -2.76628 -3.07862 -2.56684
H11 -0.79330 -1.51086 -3.16907
C11 -0.34296 0.73242 3.17337
C12 -0.48436 1.85872 2.19554
C13 -1.15054 1.58932 0.99403
C14 -1.15435 2.54286 -0.00993
C15 -0.57356 3.76502 0.20145
C16 0.25903 3.99419 1.28774
C17 0.20954 3.06715 2.34450
H12 -0.32025 -0.21849 2.65854
H13 -1.13407 0.61697 3.91527
H14 0.50607 0.89211 3.85891
H15 -1.69993 0.66821 0.86343
H16 -1.70344 2.33780 -0.95823
H17 -0.60397 4.55941 -0.56051
H18 0.99182 4.80985 1.29093
H19 0.68000 3.25176 3.30163

***

Entry x
A 2-piece molecular cluster, C17H19N overall, computed with ωB97M-V with the def2-TZVPD basis set.

Summary:
* lowest unoccupied orbital energy: 0.81 eV
* total charge: 0
* HOMO: -7.9 eV
* orbital gap: 0.3215 Eh

Element x y z (Å)
C1 -3.84227 -1.57684 -0.40400
C2 -2.34556 -1.28059 -0.62301
C3 -1.73931 -0.35288 0.39251
C4 -1.34363 -0.69359 1.64457
N1 -0.85657 0.42303 2.30298
C5 -1.05026 1.51364 1.50027
C6 -0.82936 2.86220 1.76372
C7 -0.97317 3.75294 0.72892
C8 -1.43931 3.33460 -0.53294
C9 -1.76715 2.01484 -0.73684
C10 -1.58406 1.06870 0.27050
H1 -4.42409 -1.01731 -1.11786
H2 -4.17130 -1.18791 0.56689
H3 -4.17227 -2.61089 -0.42082
H4 -1.71955 -2.17008 -0.71705
H5 -2.27871 -0.77834 -1.58967
H6 -1.40609 -1.65394 2.13271
H7 -0.77497 0.48749 3.30383
H8 -0.50048 3.22255 2.73347
H9 -0.76275 4.80647 0.87628
H10 -1.49030 4.06112 -1.33346
H11 -2.25952 1.74493 -1.66907
C11 3.57148 -1.87367 1.30777
C12 3.05515 -1.34437 -0.00126
C13 2.03507 -0.39446 -0.00399
C14 1.53145 0.15567 -1.16854
C15 2.06098 -0.26750 -2.38739
C16 3.07732 -1.20887 -2.39696
C17 3.57512 -1.75548 -1.22660
H12 3.98093 -1.08230 1.93668
H13 4.33140 -2.62278 1.12434
H14 2.78445 -2.35223 1.89929
H15 1.53917 -0.16138 0.93613
H16 0.70805 0.85496 -1.14858
H17 1.67207 0.10162 -3.32864
H18 3.46075 -1.51381 -3.36560
H19 4.34730 -2.50552 -1.24856

***

Most stable of them? entry x.